[1]
A cluster of 2 separate species, C2H3Cl2NSSi in total. Source: OMol25; level of theory: ωB97M-V with the def2-TZVPD basis set.

Last column: Mulliken charge in e.
CARTESIAN COORDINATES (ANGSTROEM)
C (-3.401625, -1.756362, 0.739499)  0.011
C (-0.558186, -0.276753, -0.182853)  -0.982
N (-3.315160, -2.842501, 0.419563)  -0.308
Si (-2.045175, 0.999710, -0.073583)  0.813
S (-3.650090, 0.667099, 1.291103)  -0.012
Cl (-2.836912, 1.284913, -1.916929)  -0.236
Cl (-1.256646, 2.768505, 0.384448)  -0.217
H (-0.208648, -0.217719, 0.787852)  0.340
H (-0.922091, -1.358939, -0.166690)  0.304
H (0.188827, 0.235284, -0.835172)  0.286

Forces on the atoms, in the same order (eV/Å):
-0.7 5.9 1.4
-2.7 0.4 -0.4
0.2 -2.1 -0.6
1.4 -2.0 -1.2
0.4 -3.9 -0.4
-0.3 -0.1 -0.5
0.4 1.1 0.7
1.2 0.4 2.3
0.8 1.4 -1.3
-0.6 -1.2 0.0

Computed properties:
ΔE to the lowest compared entry with this formula, charge and spin ... 75.9 kcal per mole
HOMO level ... -0.409 Eh
Frontier orbital gap ... 0.282 Ha
LUMO level ... -0.12737 hartree
DFT total energy ... -1740.83388 hartree
Charge ... 0

=====

[2]
A structure of composition C9H7Au2Cl2NO3. Source: OMol25; level of theory: ωB97M-V with the def2-TZVPD basis set.

Last column: Löwdin spin population.
CARTESIAN COORDINATES (ANGSTROEM)
Au (-1.292548, -1.741792, -4.584420)  0.487
Au (-0.383288, -1.109396, -1.976320)  0.217
Cl (-2.596245, -1.289185, -2.573545)  0.342
Cl (-0.734510, 0.508497, -4.229707)  0.861
C (1.213338, -0.805705, -0.895196)  0.096
C (-2.069064, -3.425487, -5.213491)  0.113
C (-0.468607, -1.839123, -6.376320)  0.154
O (2.371507, -0.859156, -0.738751)  0.200
O (-2.735253, -4.276961, -5.607500)  0.004
O (-0.248350, -1.618368, -7.483824)  0.012
C (0.447240, 2.168119, 4.575154)  -0.010
C (0.446596, 1.413316, 3.270183)  -0.018
C (0.409280, 2.099652, 2.060618)  0.213
C (0.551125, 1.386939, 0.863973)  0.317
N (0.640923, 0.047305, 0.823360)  0.428
C (0.601600, -0.621599, 1.988690)  0.320
C (0.458607, 0.019421, 3.229604)  0.229
H (1.335529, 2.818988, 4.668667)  -0.005
H (-0.439159, 2.812324, 4.700130)  -0.004
H (0.425521, 1.489239, 5.438099)  0.000
H (0.317466, 3.189286, 2.056835)  0.009
H (0.637288, 1.917379, -0.078715)  0.013
H (0.709047, -1.708025, 1.931164)  0.014
H (0.401958, -0.575666, 4.151310)  0.009

Forces on the atoms, in the same order (eV/Å):
-0.5 0.2 -0.3
-0.2 0.3 1.3
-0.8 0.1 0.3
0.2 1.5 0.6
5.6 -0.1 1.1
-5.0 -6.6 -1.4
2.9 1.8 -7.3
-4.2 0.0 -0.8
3.1 3.6 1.5
-1.0 -1.2 4.6
-0.1 -0.4 0.4
-0.1 1.0 1.7
0.0 0.4 1.2
0.4 -0.5 -2.1
-0.8 1.0 1.6
0.4 -1.9 -1.8
0.0 0.8 1.0
-0.2 -0.2 -0.2
0.2 -0.1 -0.4
0.2 0.1 -0.3
0.0 -0.2 -0.3
0.0 0.1 -0.1
0.0 0.1 0.1
0.0 0.0 -0.4

Computed properties:
ΔE to the lowest compared entry with this formula, charge and spin ... 1.8 kcal per mole
HOMO level (alpha / beta) ... -0.833 / -0.899 Eh
Frontier orbital gap (alpha / beta) ... 0.282 / 0.170 Ha
LUMO level (alpha / beta) ... -0.55093 / -0.72842 hartree
DFT total energy ... -1817.32396 hartree
Multiplicity ... 5
Charge ... +4

=====

[3]
An isolated molecule of C5H4S2. Source: OMol25; level of theory: ωB97M-V with the def2-TZVPD basis set.

Last column: Mulliken charge in e.
CARTESIAN COORDINATES (ANGSTROEM)
C (0.622319, -0.082493, -2.080376)  -0.707
C (0.252618, 0.145233, -0.799918)  0.546
C (-0.555590, -0.737778, 0.030733)  -0.591
C (-0.568326, -0.376911, 1.335816)  -0.319
C (-0.002159, 0.903896, 1.654960)  0.187
S (0.173078, 1.484123, 3.170984)  -0.259
S (0.685106, 1.574873, 0.170930)  -0.133
H (1.085490, 0.660006, -2.705970)  0.274
H (0.349640, -1.030798, -2.571641)  0.238
H (-1.046659, -1.603468, -0.364269)  0.381
H (-0.995518, -0.936682, 2.158751)  0.383

Forces on the atoms, in the same order (eV/Å):
-0.9 -0.3 0.7
-0.1 0.2 -0.9
0.7 0.3 1.2
-0.9 -0.8 -0.6
1.2 0.1 0.0
-0.2 0.2 -0.5
-0.1 0.0 0.0
0.4 0.1 0.1
0.1 0.6 0.4
0.0 -0.4 -0.2
-0.2 -0.1 -0.2

Computed properties:
ΔE to the lowest compared entry with this formula, charge and spin ... 4.4 kcal per mole
SMILES ... C=C1C=CC(=S)S1
HOMO level ... -0.316 Eh
Frontier orbital gap ... 0.272 Ha
LUMO level ... -0.04383 hartree
DFT total energy ... -989.25802 hartree
Charge ... 0

=====

[4]
A cluster of 2 separate species, C5H5N3 in total. Source: OMol25; level of theory: ωB97M-V with the def2-TZVPD basis set.

Last column: Mulliken charge in e.
CARTESIAN COORDINATES (ANGSTROEM)
C (0.756331, -0.295160, 1.320220)  -0.609
N (-0.571369, -1.742777, -0.742568)  -0.661
C (0.467276, 0.929420, 0.935927)  0.271
C (-1.228163, 0.485005, -1.002084)  -0.098
C (0.453019, 2.230633, 0.860152)  -0.664
N (-1.076243, -0.677893, -1.162740)  0.352
C (-0.033034, -2.654785, -1.523308)  0.418
N (0.478667, -3.514280, -2.102229)  -0.430
H (0.050540, -0.900341, 1.871491)  0.277
H (1.690808, -0.767883, 1.050391)  0.266
H (-1.870762, 1.310500, -1.187996)  0.380
H (0.765152, 2.835353, 1.701626)  0.247
H (0.117779, 2.762210, -0.018883)  0.249

Forces on the atoms, in the same order (eV/Å):
-0.5 0.2 -0.3
-0.4 -0.6 1.1
0.8 -0.3 0.8
-0.2 -1.2 -0.9
-0.3 0.2 -0.3
0.6 1.7 0.5
0.2 -0.3 -0.9
0.0 0.0 0.1
-0.1 0.0 -0.1
0.1 0.1 0.0
-0.2 0.3 0.1
0.2 -0.1 0.0
-0.2 0.0 0.0

Computed properties:
ΔE to the lowest compared entry with this formula, charge and spin ... 123.2 kcal per mole
HOMO level (alpha / beta) ... -0.344 / -0.344 Eh
Frontier orbital gap (alpha / beta) ... 0.329 / 0.329 Ha
LUMO level (alpha / beta) ... -0.01452 / -0.01452 hartree
DFT total energy ... -357.57629 hartree
Charge ... 0